Record 1
This record from the OMol25 dataset describes a structure of composition C38H52BrCoN5O. The level of theory is ωB97M-V/def2-TZVPD.

```
! RIJCOSX wB97M-V def2-TZVPD def2/J DEFGRID3
* xyz 1 5
Co -0.013 0.285 0.536
C 2.173 0.759 0.683
C 1.400 1.974 0.668
C 0.693 2.019 1.928
C 1.013 0.806 2.603
C 1.995 0.076 1.900
C 2.846 -1.001 2.537
C 3.926 -1.510 1.582
C 1.989 -2.169 3.038
C 3.552 -0.346 3.740
C -0.017 3.137 2.696
C -0.384 2.682 4.118
C 0.976 4.300 2.869
C -1.327 3.608 2.046
C 1.677 2.960 -0.472
C 1.878 2.171 -1.787
C 2.991 3.705 -0.178
C 0.573 3.989 -0.726
H 2.912 0.500 -0.060
H 0.645 0.529 3.576
H 3.499 -1.964 0.686
H 4.533 -2.266 2.084
H 4.587 -0.694 1.287
H 1.593 -2.757 2.205
H 1.145 -1.802 3.626
H 2.584 -2.830 3.673
H 4.060 0.567 3.426
H 4.297 -1.029 4.155
H 2.841 -0.095 4.526
H 0.512 2.470 4.702
H -1.026 1.800 4.119
H -0.923 3.489 4.618
H 1.931 3.912 3.229
H 0.594 5.009 3.605
H 1.150 4.842 1.942
H -2.104 2.859 2.227
H -1.227 3.768 0.977
H -1.657 4.543 2.503
H 2.894 1.787 -1.875
H 1.704 2.820 -2.645
H 1.186 1.330 -1.847
H 3.794 3.001 0.042
H 2.886 4.381 0.670
H 3.277 4.294 -1.052
H -0.375 3.492 -0.923
H 0.832 4.589 -1.602
H 0.456 4.678 0.106
Br 3.810 -5.558 5.336
C 2.497 -5.933 4.033
C 1.434 -5.050 3.875
C 0.475 -5.312 2.924
C 0.557 -6.467 2.122
C 1.625 -7.354 2.314
C 2.593 -7.082 3.257
N -0.409 -6.810 1.195
N -1.352 -6.078 0.880
C -1.466 -4.766 0.723
C -2.684 -4.130 1.083
C -2.757 -2.781 1.265
C -1.616 -1.954 1.041
O -1.538 -0.756 1.385
C -0.491 -2.562 0.337
N 0.405 -1.707 -0.194
C 1.409 -2.202 -0.894
C 1.594 -3.569 -1.090
C 0.690 -4.453 -0.545
C -0.394 -3.950 0.181
H 1.359 -4.166 4.492
H -0.364 -4.637 2.826
H 1.690 -8.250 1.711
H 3.420 -7.764 3.397
H -3.530 -4.761 1.325
H -3.663 -2.329 1.645
H 2.091 -1.483 -1.333
H 2.433 -3.921 -1.672
H 0.790 -5.518 -0.714
C -4.829 0.866 -0.043
C -4.234 2.232 -0.376
N -3.385 2.170 -1.566
C -3.888 2.874 -2.744
C -3.545 4.361 -2.695
C -2.174 1.575 -1.528
C -1.494 1.252 -2.827
N -1.572 1.254 -0.427
H -5.440 0.935 0.857
H -4.042 0.131 0.132
H -5.456 0.513 -0.863
H -3.683 2.621 0.484
H -5.035 2.939 -0.582
H -4.970 2.745 -2.772
H -3.477 2.431 -3.648
H -3.959 4.829 -1.802
H -3.957 4.866 -3.569
H -2.464 4.506 -2.692
H -2.187 0.800 -3.535
H -0.697 0.543 -2.623
H -1.063 2.142 -3.288
H -2.104 1.518 0.397
*
```

Calculated values
**Energy relative to the best compared isomer or geometry (same formula, charge and spin)**: 0.0 kcal/mol
**Kohn-Sham gap (alpha / beta)**: 0.1979 / 0.2005 hartree
**Expectation value of S²**: 6.09

Atom charges from the Mulliken analysis, given in e for atoms 1 to 4:
1 Co 2.0033
2 C -0.8861
3 C -1.3140
4 C 0.0174

Record 2
This record from the OMol25 dataset describes a structure of composition C36H50IrN7O4Sb. The level of theory is ωB97M-V/def2-TZVPD.

```
! RIJCOSX wB97M-V def2-TZVPD def2/J DEFGRID3
* xyz 2 2
Ir 0.141 -0.042 -0.136
O -3.654 1.336 -0.236
C -2.632 0.732 -0.350
N -1.403 1.030 0.292
C -1.222 2.151 1.130
O -2.064 2.930 1.466
C 0.209 2.229 1.611
C 0.627 3.247 2.438
C 1.945 3.254 2.879
C 2.791 2.231 2.483
C 2.308 1.249 1.635
N 1.044 1.256 1.204
C -2.489 -0.506 -1.197
C -3.543 -0.974 -1.946
C -3.364 -2.123 -2.706
C -2.141 -2.772 -2.664
C -1.119 -2.235 -1.900
N -1.287 -1.116 -1.193
H -0.090 4.009 2.713
H 2.308 4.045 3.522
H 3.818 2.193 2.818
H 2.932 0.438 1.281
H -4.474 -0.424 -1.922
H -4.166 -2.504 -3.325
H -1.969 -3.680 -3.225
H -0.149 -2.708 -1.844
C -1.050 -4.645 1.608
C -1.921 -3.531 2.159
C -3.201 -3.349 1.352
Sb -0.835 -1.628 2.247
C 0.677 -1.760 3.813
C 0.127 -2.681 4.896
C 2.052 -2.174 3.314
C -2.369 -0.513 3.462
C -1.692 0.553 4.307
C -3.520 0.041 2.638
H -1.623 -5.577 1.606
H -0.160 -4.803 2.215
H -0.740 -4.437 0.587
H -2.145 -3.699 3.216
H -2.984 -3.068 0.318
H -3.870 -2.611 1.789
H -3.742 -4.298 1.329
H 0.718 -0.729 4.168
H 0.060 -3.713 4.549
H -0.857 -2.367 5.250
H 0.800 -2.666 5.756
H 2.055 -3.197 2.942
H 2.763 -2.118 4.142
H 2.414 -1.519 2.521
H -2.679 -1.376 4.059
H -1.230 1.324 3.690
H -0.953 0.148 4.995
H -2.453 1.057 4.910
H -3.290 1.016 2.217
H -4.383 0.183 3.295
H -3.845 -0.621 1.838
C 1.453 2.741 -6.277
C 2.351 3.460 -5.274
C 3.521 2.579 -4.842
C 1.552 3.962 -4.063
N 0.985 2.865 -3.268
C 1.510 2.211 -2.241
N 0.671 1.256 -1.903
N -0.384 1.348 -2.749
N -0.197 2.305 -3.568
H 2.030 2.449 -7.153
H 0.639 3.386 -6.609
H 1.014 1.838 -5.847
H 2.747 4.363 -5.743
H 3.175 1.640 -4.400
H 4.165 3.092 -4.123
H 4.132 2.325 -5.707
H 0.714 4.570 -4.396
H 2.190 4.548 -3.404
H 2.455 2.430 -1.774
C 7.235 -4.524 -0.680
C 5.816 -4.039 -0.606
C 5.390 -2.930 -1.323
C 4.098 -2.436 -1.234
C 3.789 -1.263 -2.141
C 3.179 -3.064 -0.346
C 3.563 -4.282 0.271
C 2.633 -5.202 1.022
C 4.871 -4.719 0.146
C 1.896 -2.391 -0.019
O 0.991 -2.892 0.658
O 1.788 -1.158 -0.468
H 7.893 -3.772 -1.112
H 7.296 -5.422 -1.298
H 7.601 -4.789 0.311
H 6.094 -2.425 -1.974
H 4.535 -1.221 -2.932
H 3.827 -0.320 -1.592
H 2.802 -1.337 -2.592
H 1.754 -4.697 1.385
H 3.159 -5.690 1.843
H 2.299 -5.990 0.341
H 5.162 -5.634 0.650
*
```

Calculated values
**Energy relative to the best compared isomer or geometry (same formula, charge and spin)**: 13.7 kcal/mol
**Kohn-Sham gap (alpha / beta)**: 0.2359 / 0.1907 hartree
**Expectation value of S²**: 0.77

Atom charges from the Mulliken analysis, given in e for atoms 1 to 4:
1 Ir 1.2848
2 O -0.5086
3 C -0.3234
4 N 0.6154

Record 3
This record from the OMol25 dataset describes a cluster of 2 separate species, CH5O3P in total. The level of theory is ωB97M-V/def2-TZVPD.

```
! RIJCOSX wB97M-V def2-TZVPD def2/J DEFGRID3
* xyz 0 1
C 0.868 1.546 1.972
O -0.014 0.465 -0.683
O -1.310 -1.675 -2.153
O 1.619 -0.762 0.792
P 0.786 0.601 0.555
H 1.934 1.314 2.269
H 0.595 2.621 1.987
H -1.070 -0.902 -1.702
H -1.289 -1.759 -3.059
H 1.306 -1.251 0.024
*
```

Calculated values
**Energy relative to the best compared isomer or geometry (same formula, charge and spin)**: 36.6 kcal/mol
**Kohn-Sham gap**: 0.3560 hartree

Atom charges from the Mulliken analysis, given in e for atoms 1 to 4:
1 C -0.7019
2 O -0.6433
3 O -0.6306
4 O -0.4596

Record 4
This record from the OMol25 dataset describes a structure of composition C23H19CoN5O2S2. The level of theory is ωB97M-V/def2-TZVPD.

```
! RIJCOSX wB97M-V def2-TZVPD def2/J DEFGRID3
* xyz 1 1
Co -2.657 -0.229 0.891
C -5.892 0.363 -3.509
S -5.793 1.331 -1.993
C -4.610 0.460 -1.110
S -4.268 1.106 0.501
N -4.027 -0.591 -1.595
N -3.154 -1.115 -0.680
C -2.574 -2.229 -0.923
C -1.722 -2.745 0.149
C -1.019 -3.927 0.081
C -0.294 -4.329 1.200
C -0.311 -3.545 2.336
C -1.031 -2.354 2.323
N -1.712 -1.967 1.255
H -6.623 0.872 -4.134
H -6.227 -0.648 -3.295
H -4.928 0.345 -4.008
H -2.759 -2.749 -1.855
H -1.037 -4.522 -0.822
H 0.272 -5.250 1.178
H 0.226 -3.834 3.227
H -1.061 -1.688 3.176
O -1.692 0.619 2.424
C -0.744 0.817 1.607
N 0.527 1.160 1.763
C 1.206 1.114 0.450
C 0.033 0.654 -0.489
O 0.106 0.433 -1.662
N -1.062 0.520 0.335
C 2.241 -0.005 0.400
C 2.999 -0.152 -0.760
C 3.914 -1.185 -0.867
C 4.086 -2.080 0.183
C 3.335 -1.936 1.337
C 2.409 -0.904 1.444
C 1.751 2.481 0.082
C 0.971 3.395 -0.618
C 1.454 4.669 -0.874
C 2.715 5.039 -0.430
C 3.495 4.129 0.270
C 3.017 2.853 0.521
H 0.907 1.592 2.590
H 2.867 0.543 -1.579
H 4.500 -1.289 -1.770
H 4.811 -2.879 0.101
H 3.476 -2.618 2.166
H 1.836 -0.801 2.356
H -0.012 3.120 -0.981
H 0.844 5.372 -1.426
H 3.091 6.032 -0.634
H 4.481 4.412 0.614
H 3.638 2.141 1.052
*
```

Calculated values
**Energy relative to the best compared isomer or geometry (same formula, charge and spin)**: 0.0 kcal/mol
**Kohn-Sham gap (alpha / beta)**: 0.2453 / 0.2453 hartree

Atom charges from the Mulliken analysis, given in e for atoms 1 to 4:
1 Co -0.6570
2 C -0.8189
3 S 0.0428
4 C 0.4649

Record 5
This record from the OMol25 dataset describes a cluster of 2 separate species, C4H10O3 in total. The level of theory is ωB97M-V/def2-TZVPD.

```
! RIJCOSX wB97M-V def2-TZVPD def2/J DEFGRID3
* xyz -2 1
C -0.645 -0.049 2.598
O -0.204 -0.749 3.692
C -0.276 -0.896 1.237
C -0.489 -0.032 0.028
C 0.519 -0.375 -1.014
O -0.065 0.057 -2.249
H -1.788 -0.011 2.686
H -0.149 0.908 2.654
H -0.799 -1.818 1.376
H 0.879 -0.818 1.364
H -1.567 0.143 -0.181
H -0.051 0.910 0.321
H 0.564 -1.506 -1.026
H 1.484 -0.017 -0.988
H 0.604 0.870 -2.672
H 0.757 1.595 -4.304
O 1.225 1.788 -3.524
*
```

Calculated values
**Energy relative to the best compared isomer or geometry (same formula, charge and spin)**: 42.3 kcal/mol
**Kohn-Sham gap**: 0.2341 hartree

Atom charges from the Mulliken analysis, given in e for atoms 1 to 4:
1 C -0.5970
2 O -0.9504
3 C -0.4233
4 C -0.3697

Record 6
This record from the OMol25 dataset describes a structure of composition C3H10N2O. The level of theory is ωB97M-V/def2-TZVPD.

```
! RIJCOSX wB97M-V def2-TZVPD def2/J DEFGRID3
* xyz 0 1
C -2.226 0.453 0.143
C -0.908 -0.277 -0.131
N -1.114 -1.656 -0.509
O -0.021 0.424 -0.874
H -1.903 -1.760 -1.138
H -0.288 -2.024 -0.966
H -2.791 0.547 -0.786
H -2.814 -0.108 0.867
H -2.028 1.448 0.535
C 2.727 0.350 0.283
N 1.294 0.489 0.415
H 1.069 1.480 0.511
H -0.319 -0.321 0.879
H 3.102 0.880 -0.604
H 3.229 0.781 1.158
H 2.990 -0.705 0.217
*
```

Calculated values
**Energy relative to the best compared isomer or geometry (same formula, charge and spin)**: 105.3 kcal/mol
**Kohn-Sham gap**: 0.3210 hartree

Atom charges from the Mulliken analysis, given in e for atoms 1 to 4:
1 C -1.2384
2 C 0.4818
3 N -0.5687
4 O -0.5188

Record 7
This record from the OMol25 dataset describes a cluster of 7 separate species, C30H34B3N7O3S in total. The level of theory is ωB97M-V/def2-TZVPD.

```
! RIJCOSX wB97M-V def2-TZVPD def2/J DEFGRID3
* xyz 0 1
N -2.197 -1.024 -1.515
B -3.649 -0.952 -1.073
O -4.410 -2.076 -0.442
B -5.574 -2.297 -1.373
O -6.403 -1.105 -1.773
B -5.441 -0.080 -2.299
S -5.468 0.640 -4.033
O -4.363 0.345 -1.341
H -1.908 -0.029 -1.754
H -2.233 -1.508 -2.457
H -5.866 -3.381 -1.789
H -6.242 1.835 -4.070
C 2.247 2.469 -3.114
C 2.705 1.279 -2.560
C 1.790 0.259 -2.349
N 0.476 0.355 -2.647
C 0.061 1.523 -3.182
C 0.899 2.598 -3.434
H 2.934 3.290 -3.295
H 3.749 1.147 -2.299
H 2.099 -0.690 -1.921
H -1.000 1.576 -3.411
H 0.511 3.512 -3.868
C 5.769 -2.445 1.031
C 5.718 -1.370 0.150
C 4.559 -1.178 -0.584
N 3.474 -1.978 -0.498
C 3.553 -3.015 0.364
C 4.666 -3.286 1.143
H 6.660 -2.627 1.625
H 6.561 -0.697 0.039
H 4.469 -0.351 -1.283
H 2.669 -3.644 0.413
H 4.674 -4.132 1.821
C -8.794 3.784 0.478
C -9.043 4.728 -0.512
C -8.208 4.755 -1.618
N -7.161 3.919 -1.788
C -6.942 3.014 -0.809
C -7.724 2.907 0.330
H -9.428 3.731 1.359
H -9.868 5.426 -0.426
H -8.363 5.471 -2.419
H -6.093 2.355 -0.969
H -7.503 2.160 1.084
C 3.040 -4.329 6.859
C 2.791 -3.385 5.869
C 3.626 -3.358 4.763
N 4.673 -4.194 4.592
C 4.892 -5.098 5.571
C 4.110 -5.205 6.711
H 2.406 -4.381 7.739
H 1.966 -2.687 5.955
H 3.471 -2.641 3.962
H 5.741 -5.757 5.411
H 4.331 -5.953 7.464
C -3.981 4.618 2.675
C -5.228 4.007 2.591
C -5.639 3.207 3.645
N -4.896 2.981 4.750
C -3.689 3.585 4.803
C -3.194 4.405 3.802
H -3.626 5.253 1.869
H -5.865 4.152 1.726
H -6.605 2.711 3.628
H -3.111 3.386 5.700
H -2.218 4.867 3.898
C 6.640 -2.003 -3.305
C 6.391 -1.058 -4.296
C 7.226 -1.031 -5.401
N 8.273 -1.868 -5.572
C 8.492 -2.772 -4.593
C 7.710 -2.879 -3.454
H 6.006 -2.055 -2.425
H 5.566 -0.361 -4.210
H 7.071 -0.315 -6.203
H 9.341 -3.431 -4.753
H 7.931 -3.626 -2.700
*
```

Calculated values
**SMILES string**: NB1OBOB(S)O1.c1ccncc1.c1ccncc1.c1ccncc1.c1ccncc1.c1ccncc1.c1ccncc1
**Kohn-Sham gap**: 0.3484 hartree

Atom charges from the Mulliken analysis, given in e for atoms 1 to 4:
1 N -0.4900
2 B 0.3601
3 O -0.3975
4 B 0.4019

Record 8
This record from the OMol25 dataset describes a structure of composition C33H24HgN9OS2. The level of theory is ωB97M-V/def2-TZVPD.

```
! RIJCOSX wB97M-V def2-TZVPD def2/J DEFGRID3
* xyz -2 2
Hg 0.872 -0.764 1.398
C -0.251 -3.162 6.571
C -0.934 -4.032 5.727
C -0.883 -3.882 4.352
C -0.137 -2.836 3.775
C 0.555 -1.973 4.635
C 0.496 -2.133 6.007
N -0.042 -2.634 2.406
N -0.775 -3.433 1.685
C -0.633 -3.374 0.332
C -1.664 -4.158 -0.318
C -1.863 -4.377 -1.626
C -0.401 -2.741 -2.791
C 0.574 -2.749 -1.642
N 0.335 -2.696 -0.255
H -0.297 -3.287 7.647
H -1.517 -4.843 6.151
H -1.410 -4.558 3.695
H 1.146 -1.172 4.216
H 1.040 -1.440 6.639
H -2.364 -4.606 0.377
H -2.713 -5.002 -1.898
H -0.691 -1.925 -3.441
H 2.306 -2.826 -2.829
S 3.229 -0.328 2.157
C 2.841 0.700 3.536
C 3.831 0.818 4.521
C 3.664 1.597 5.652
C 2.472 2.286 5.833
C 1.476 2.175 4.879
C 1.620 1.397 3.721
S 0.245 1.365 2.620
H 4.752 0.268 4.372
H 4.455 1.654 6.392
H 2.310 2.895 6.715
H 0.536 2.698 5.013
N -2.663 2.876 -4.156
C -2.900 3.943 -4.986
C -3.859 4.191 -5.960
C -3.786 5.408 -6.616
C -2.789 6.343 -6.305
C -1.836 6.089 -5.336
C -1.889 4.868 -4.666
N -1.070 4.358 -3.684
C -1.553 3.176 -3.404
C -1.002 2.237 -2.430
C -1.689 1.089 -2.046
C -1.090 0.215 -1.161
N 0.121 0.419 -0.658
C 0.780 1.522 -1.010
C 0.257 2.456 -1.882
H -3.145 1.995 -4.156
H -4.627 3.467 -6.201
H -4.512 5.640 -7.384
H -2.767 7.283 -6.842
H -1.064 6.809 -5.097
H -2.677 0.858 -2.423
H -1.585 -0.702 -0.858
H 1.767 1.641 -0.580
H 0.816 3.337 -2.163
N 3.211 -2.819 -0.222
C 3.040 -1.838 -1.140
O 3.808 -0.902 -1.281
C 1.896 -2.087 -2.126
C 0.399 -3.957 -2.698
N -1.125 -4.003 -2.743
C 1.665 -0.889 -2.936
N 1.448 -0.005 -3.639
H 2.379 -3.334 0.043
H 3.862 -2.608 0.522
*
```

Calculated values
**Energy relative to the best compared isomer or geometry (same formula, charge and spin)**: 144.4 kcal/mol
**Kohn-Sham gap (alpha / beta)**: 0.1680 / 0.1987 hartree
**Expectation value of S²**: 0.78

Atom charges from the Mulliken analysis, given in e for atoms 1 to 4:
1 Hg 1.3566
2 C -0.4703
3 C -0.5213
4 C -0.4028

Record 9
This record from the OMol25 dataset describes an isolated molecule of C2H8ClN2OP. The level of theory is ωB97M-V/def2-TZVPD.

```
! RIJCOSX wB97M-V def2-TZVPD def2/J DEFGRID3
* xyz 0 1
C -2.088 -0.524 0.244
N -1.151 0.255 -0.523
P 0.110 1.071 0.235
O 0.004 0.932 1.680
Cl -0.117 2.858 -0.531
N 1.610 0.633 -0.407
C 2.022 -0.662 0.123
H -1.834 -0.618 1.240
H -3.133 -0.123 0.186
H -2.206 -1.565 -0.146
H -1.027 -0.054 -1.422
H 1.656 0.632 -1.360
H 1.714 -0.512 1.135
H 1.399 -1.485 -0.384
H 3.043 -0.837 -0.068
*
```

Calculated values
**Energy relative to the best compared isomer or geometry (same formula, charge and spin)**: 0.0 kcal/mol
**SMILES string**: CNP(=O)(Cl)NC
**Kohn-Sham gap**: 0.3767 hartree

Atom charges from the Mulliken analysis, given in e for atoms 1 to 4:
1 C -0.8639
2 N -0.2392
3 P 0.8161
4 O -0.6085

Record 10
This record from the OMol25 dataset describes an isolated molecule of C4H8O3S2. The level of theory is ωB97M-V/def2-TZVPD.

```
! RIJCOSX wB97M-V def2-TZVPD def2/J DEFGRID3
* xyz 0 1
C -1.202 0.784 -0.760
C -0.053 1.683 -0.382
C 1.413 -0.405 0.565
C 1.228 -1.651 0.115
O -1.546 -1.500 0.612
O 2.489 1.854 0.483
O 1.012 -2.790 0.752
S -2.068 -0.145 0.579
S 1.719 0.988 -0.459
H -1.906 1.495 -1.212
H -0.997 0.144 -1.561
H -0.137 2.194 -1.263
H -0.053 2.165 0.607
H 1.273 -0.156 1.534
H 1.416 -1.739 -0.967
H -3.302 -0.341 -0.222
H 0.715 -2.580 1.580
*
```

Calculated values
**Energy relative to the best compared isomer or geometry (same formula, charge and spin)**: 72.9 kcal/mol
**Kohn-Sham gap**: 0.3351 hartree

Atom charges from the Mulliken analysis, given in e for atoms 1 to 4:
1 C -0.8562
2 C -0.6378
3 C -0.5485
4 C 0.0693

no.,DFT total energy (Ha)
1,-5784.7640
2,-2430.1501
3,-608.1520
4,-3491.0914
5,-383.9642
6,-304.9069
7,-2245.5074
8,-2789.7259
9,-1067.3643
10,-1179.1542